Entry 1:
The following is a DFT calculation (ωB97M-V/def2-TZVPD) of a cluster of 3 separate species, C3H12O3 in total at a distorted geometry.

Each line ends with the Löwdin charge.
Cartesian coordinates (Å):
C (-1.58, -0.05, 0.44)  -0.090
C (-1.05, -1.49, 0.25)  -0.225
C (-0.27, -1.62, -1.05)  -0.258
O (-0.79, -0.88, -2.17)  -0.090
H (-2.32, 0.16, -0.32)  0.076
H (-2.01, 0.02, 1.43)  0.076
H (-0.73, 0.62, 0.48)  0.041
H (-1.91, -2.16, 0.27)  0.106
H (-0.37, -1.73, 1.08)  0.110
H (-0.24, -2.66, -1.34)  0.100
H (0.74, -1.23, -1.00)  0.112
H (-1.75, -0.91, -2.15)  0.073
O (3.44, 1.92, 2.42)  -0.072
H (3.85, 2.26, 1.62)  0.032
H (2.55, 2.28, 2.30)  0.032
O (0.80, 2.12, -0.49)  -0.056
H (0.50, 1.20, -0.40)  -0.011
H (1.14, 2.15, -1.39)  0.041

Summary:
LUMO: 0.642 eV
F_max: 1.45 eV Å⁻¹
HOMO: -0.389 Eh
SMILES string: CCCO.O.O
energy above the lowest of the compared OMol25 structures with the same formula, charge and spin: 49.5 kJ/mol

---

Entry 2:
The following is a DFT calculation (ωB97M-V/def2-TZVPD) of a cluster of 3 separate species, C3H12O3 in total.

Each line ends with the Löwdin charge.
Cartesian coordinates (Å):
C (-2.42, 0.15, -1.17)  -0.137
O (-1.53, 0.90, -0.36)  -0.135
H (-2.87, 0.76, -1.96)  0.080
H (-1.84, -0.66, -1.61)  0.082
H (-3.24, -0.30, -0.59)  0.081
H (-2.01, 1.62, 0.05)  0.090
C (1.95, 0.61, -1.45)  -0.190
O (2.72, -0.22, -0.61)  -0.125
H (1.00, 0.15, -1.74)  0.066
H (1.71, 1.57, -0.98)  0.076
H (2.52, 0.81, -2.36)  0.075
H (2.10, -0.57, 0.04)  0.037
C (0.46, -0.93, 2.43)  -0.138
O (0.38, -0.71, 1.03)  -0.141
H (0.87, -0.05, 2.95)  0.079
H (-0.51, -1.16, 2.87)  0.078
H (1.13, -1.77, 2.60)  0.079
H (-0.41, -0.18, 0.86)  0.043

Summary:
LUMO: 0.452 eV
F_max: 0.59 eV Å⁻¹
HOMO: -0.349 Eh
SMILES string: CO.CO.CO
energy above the lowest of the compared OMol25 structures with the same formula, charge and spin: 108.8 kJ/mol

---

Entry 3:
The following is a DFT calculation (ωB97M-V/def2-TZVPD) of a cluster of 3 separate species, C3H12O3S in total.

Each line ends with the Löwdin charge.
Cartesian coordinates (Å):
O (-0.69, -1.39, -1.53)  -0.072
C (-1.06, -0.32, -0.65)  -0.271
C (-0.75, 1.05, -1.22)  -0.277
C (0.76, 1.29, -1.35)  -0.577
S (1.16, 3.04, -1.61)  0.693
H (-0.58, -1.01, -2.41)  0.073
H (-2.15, -0.36, -0.45)  0.119
H (-0.52, -0.47, 0.29)  0.089
H (-1.19, 1.07, -2.21)  0.111
H (-1.23, 1.78, -0.58)  0.108
H (1.11, 0.76, -2.24)  0.058
H (1.28, 0.86, -0.50)  0.077
H (-0.10, 3.45, -1.80)  -0.154
O (-0.44, 0.07, 2.71)  -0.060
H (-1.22, -0.38, 3.04)  0.043
H (0.34, -0.34, 3.10)  0.034
O (1.39, -3.07, 2.56)  -0.057
H (1.76, -2.40, 1.99)  0.029
H (2.13, -3.62, 2.85)  0.035

Summary:
LUMO: 0.501 eV
F_max: 0.79 eV Å⁻¹
HOMO: -0.332 Eh
SMILES string: OCCCS.O.O
energy above the lowest of the compared OMol25 structures with the same formula, charge and spin: 54.5 kJ/mol

---

Entry 4:
The following is a DFT calculation (ωB97M-V/def2-TZVPD) of a cluster of 4 separate species, C3H12O4 in total at a distorted geometry.

Each line ends with the Löwdin charge.
Cartesian coordinates (Å):
C (0.00, 0.98, -1.81)  -0.004
C (-0.10, 0.25, -0.67)  -0.151
C (1.22, -0.02, 0.06)  -0.212
O (1.27, 0.92, 1.23)  -0.125
H (-0.66, 0.67, -2.66)  0.057
H (0.61, 1.87, -1.94)  0.064
H (-0.88, -0.07, 0.01)  0.092
H (1.20, -0.98, 0.59)  0.119
H (2.14, 0.24, -0.48)  0.112
H (1.88, 1.55, 0.85)  0.037
O (2.33, 4.09, 1.75)  -0.061
H (1.39, 4.15, 1.93)  0.042
H (2.64, 3.71, 2.58)  0.035
O (-3.04, -1.60, 0.25)  -0.066
H (-2.55, -2.35, -0.13)  0.004
H (-2.91, -0.98, -0.48)  0.022
O (-1.32, -4.15, -1.10)  -0.053
H (-1.42, -5.06, -0.81)  0.041
H (-1.87, -4.19, -1.89)  0.047

Summary:
LUMO: 0.495 eV
F_max: 3.37 eV Å⁻¹
HOMO: -0.318 Eh
SMILES string: C=CCO.O.O.O
energy above the lowest of the compared OMol25 structures with the same formula, charge and spin: 296.3 kJ/mol

---

Entry 5:
The following is a DFT calculation (ωB97M-V/def2-TZVPD) of a cluster of 4 separate species, C3H12O4 in total at a distorted geometry.

Each line ends with the Löwdin spin population.
Cartesian coordinates (Å):
C (1.89, -0.98, -0.72)  0.550
C (0.57, -0.66, -0.48)  0.212
O (-0.47, -0.36, -1.35)  0.143
C (-0.02, -0.69, 0.95)  0.034
H (2.57, -0.72, 0.11)  0.025
H (2.24, -1.67, -1.52)  0.021
H (-0.10, -0.49, -2.28)  0.000
H (0.70, -0.80, 1.72)  0.000
H (-0.50, 0.20, 1.23)  0.014
H (-0.78, -1.55, 1.19)  0.000
H (1.32, 3.01, 4.19)  0.000
H (0.96, 1.77, 5.02)  0.000
O (1.19, 2.00, 4.15)  0.000
H (-5.97, 0.60, 1.32)  0.000
H (-5.79, -1.02, 1.52)  0.000
O (-6.02, -0.29, 0.85)  0.000
H (3.31, 0.07, -5.20)  0.000
H (2.33, 1.07, -5.72)  0.000
O (2.56, 0.50, -4.99)  0.000

Summary:
LUMO (alpha / beta): -5.008 / -8.035 eV
total charge: +1
F_max: 6.10 eV Å⁻¹
expectation value of S²: 0.755
HOMO (alpha / beta): -0.493 / -0.493 Eh
multiplicity: 2
energy above the lowest of the compared OMol25 structures with the same formula, charge and spin: 159.1 kJ/mol

---

Entry 6:
The following is a DFT calculation (ωB97M-V/def2-TZVPD) of a cluster of 4 separate species, C3H12O4S in total at a distorted geometry.

Each line ends with the Löwdin spin population.
Cartesian coordinates (Å):
C (0.17, -0.96, -0.72)  0.002
O (-1.19, -0.85, -0.92)  0.006
C (0.64, 0.17, 0.28)  0.005
C (2.12, 0.07, 0.49)  0.092
S (2.91, 1.31, 1.61)  0.847
H (0.47, -1.95, -0.32)  0.000
H (0.67, -0.81, -1.71)  0.001
H (-0.06, 0.16, 1.13)  0.000
H (0.31, 0.98, -0.41)  0.000
H (2.68, 0.17, -0.45)  0.025
H (2.33, -0.90, 0.95)  0.011
H (-2.94, -1.46, 0.94)  0.000
H (-1.83, -1.98, 0.14)  0.000
O (-2.55, -2.31, 0.77)  0.000
H (-1.50, 0.93, -2.75)  0.000
H (-1.59, -0.47, -2.39)  0.000
O (-1.85, 0.14, -3.18)  0.000
H (0.10, 2.34, 2.86)  0.002
H (0.96, 2.56, 1.64)  0.003
O (0.13, 2.86, 2.06)  0.004

Summary:
LUMO (alpha / beta): 2.853 / 0.350 eV
total charge: -1
F_max: 3.02 eV Å⁻¹
expectation value of S²: 0.753
HOMO (alpha / beta): -0.163 / -0.161 Eh
multiplicity: 2
energy above the lowest of the compared OMol25 structures with the same formula, charge and spin: 0.0 kJ/mol

---

Entry 7:
The following is a DFT calculation (ωB97M-V/def2-TZVPD) of a cluster of 4 separate species, C3H12O4S in total at a distorted geometry.

Each line ends with the Löwdin charge.
Cartesian coordinates (Å):
C (-0.15, 0.16, -0.67)  -0.414
O (0.91, -0.74, -0.58)  -0.331
C (-0.02, 1.44, 0.18)  -0.294
C (-0.31, 1.16, 1.71)  -0.706
S (-2.05, 1.65, 2.15)  0.039
H (-0.38, 0.51, -1.70)  0.090
H (-1.01, -0.47, -0.35)  0.097
H (-0.62, 2.31, -0.05)  0.049
H (1.03, 1.70, -0.04)  0.081
H (0.31, 1.90, 2.21)  0.008
H (-0.23, 0.08, 1.82)  0.019
H (3.56, -0.05, -1.62)  -0.054
H (2.07, -0.18, -0.99)  -0.021
O (2.91, 0.53, -1.22)  -0.252
H (0.75, -1.62, -3.36)  -0.001
H (0.42, -1.93, -1.88)  -0.010
O (0.26, -2.21, -2.81)  -0.116
H (-1.92, -1.63, 2.87)  0.003
H (-2.72, -0.93, 1.83)  -0.042
O (-2.80, -1.66, 2.48)  -0.146

Summary:
LUMO: 6.158 eV
total charge: -2
F_max: 2.60 eV Å⁻¹
HOMO: 0.011 Eh
energy above the lowest of the compared OMol25 structures with the same formula, charge and spin: 94.5 kJ/mol

---

Entry 8:
The following is a DFT calculation (ωB97M-V/def2-TZVPD) of a cluster of 4 separate species, C3H12O4S in total at a distorted geometry.

Each line ends with the Löwdin charge.
Cartesian coordinates (Å):
O (-2.81, 1.22, 1.47)  0.058
C (-1.73, 1.64, 1.79)  -0.263
C (-0.53, 1.62, 0.87)  -0.236
C (-0.90, 1.20, -0.54)  -0.595
S (0.36, 1.61, -1.77)  0.687
H (-1.56, 2.04, 2.80)  0.121
H (0.18, 0.95, 1.33)  0.116
H (-0.09, 2.62, 0.85)  0.111
H (-1.07, 0.13, -0.57)  0.060
H (-1.90, 1.53, -0.82)  0.079
H (-0.16, 0.83, -2.72)  -0.145
O (1.59, -2.90, 0.46)  -0.072
H (1.80, -3.71, 0.94)  0.039
H (2.44, -2.41, 0.40)  -0.013
O (-1.59, -2.72, -0.45)  -0.067
H (-0.63, -2.72, -0.32)  -0.001
H (-1.94, -2.61, 0.45)  0.035
O (4.04, -1.60, 0.38)  -0.039
H (4.86, -2.00, 0.09)  0.063
H (3.70, -1.00, -0.29)  0.060

Summary:
LUMO: 0.298 eV
F_max: 1.47 eV Å⁻¹
HOMO: -0.334 Eh
SMILES string: O=CCCS.O.O.O
energy above the lowest of the compared OMol25 structures with the same formula, charge and spin: 16.6 kJ/mol

---

Entry 9:
The following is a DFT calculation (ωB97M-V/def2-TZVPD) of a cluster of 4 separate species, C3H12O5 in total at a distorted geometry.

Each line ends with the Löwdin charge.
Cartesian coordinates (Å):
C (1.31, -3.14, 2.32)  -0.090
C (0.93, -3.36, 0.84)  -0.141
C (-0.46, -2.78, 0.62)  -0.532
O (-1.01, -1.84, 1.11)  0.114
O (-1.04, -3.41, -0.44)  0.070
H (1.61, -2.11, 2.54)  0.076
H (2.11, -3.83, 2.56)  0.069
H (0.41, -3.15, 2.92)  0.074
H (1.49, -2.82, 0.07)  0.125
H (1.06, -4.42, 0.64)  0.114
H (-1.69, -2.86, -0.90)  0.121
O (3.53, 1.53, -1.90)  -0.050
H (3.26, 1.51, -0.98)  0.022
H (2.70, 1.23, -2.27)  0.027
O (-2.42, 5.97, -2.66)  -0.055
H (-2.87, 6.34, -1.88)  0.031
H (-2.21, 5.13, -2.28)  -0.018
O (-2.36, 4.31, -0.17)  -0.037
H (-2.63, 3.58, -0.68)  0.011
H (-1.73, 4.12, 0.55)  0.070

Summary:
LUMO: 0.006 eV
F_max: 2.79 eV Å⁻¹
HOMO: -0.401 Eh
SMILES string: CCC(=O)O.O.O.O
energy above the lowest of the compared OMol25 structures with the same formula, charge and spin: 97.5 kJ/mol

---

Entry 10:
The following is a DFT calculation (ωB97M-V/def2-TZVPD) of a structure of composition C3H12O5 at a distorted geometry.

Each line ends with the Löwdin charge.
Cartesian coordinates (Å):
H (-0.38, 0.45, 1.28)  0.055
O (-1.29, 1.22, 1.74)  0.028
O (0.47, -0.31, 1.02)  0.022
H (-1.61, 1.79, 0.99)  0.064
H (-1.97, 0.53, 1.93)  0.048
C (0.73, -0.18, -0.26)  -0.533
O (0.08, 0.56, -0.99)  0.032
C (1.96, -1.02, -0.64)  -0.142
H (2.81, -0.46, -0.23)  0.127
H (1.87, -1.97, -0.12)  0.116
C (2.00, -1.10, -2.14)  -0.111
H (1.52, -0.31, -2.72)  0.074
H (3.04, -0.98, -2.47)  0.071
H (1.60, -2.02, -2.53)  0.068
O (-1.35, 2.64, -0.53)  -0.092
H (-0.63, 1.98, -0.73)  0.009
H (-1.74, 2.89, -1.37)  0.061
O (-2.68, -0.94, 2.61)  -0.038
H (-2.60, -1.77, 2.10)  0.072
H (-1.83, -1.02, 3.08)  0.072

Summary:
LUMO: 0.431 eV
F_max: 2.09 eV Å⁻¹
HOMO: -0.376 Eh
energy above the lowest of the compared OMol25 structures with the same formula, charge and spin: 2.1 kJ/mol

---

Entry 11:
The following is a DFT calculation (ωB97M-V/def2-TZVPD) of a cluster of 3 separate species, C3H13ClN5 in total at a distorted geometry.

Each line ends with the Löwdin charge.
Cartesian coordinates (Å):
C (-0.43, 0.60, -0.38)  -0.126
C (0.69, -0.84, 2.78)  -0.254
C (-0.33, 1.27, -1.56)  -0.228
N (-0.42, -0.87, -0.25)  0.094
N (1.38, -0.05, 3.69)  0.082
N (-0.50, 2.60, -1.77)  0.048
N (1.08, -1.41, 1.71)  -0.134
N (2.33, -1.12, 1.14)  0.023
Cl (-3.09, -1.94, -1.77)  0.373
H (-0.97, 1.16, 0.35)  0.101
H (-0.41, -0.98, 3.08)  0.157
H (0.25, 0.91, -2.38)  0.113
H (-1.39, -1.18, -0.31)  0.028
H (-0.04, -1.24, -1.10)  0.122
H (0.98, 0.39, 4.56)  0.133
H (0.13, 3.14, -2.49)  0.174
H (-2.43, -1.44, -2.76)  -0.206
H (-0.88, 3.08, -0.95)  0.103
H (0.14, -1.34, 0.64)  0.073
H (2.44, -0.03, 3.69)  0.114
H (2.95, -1.88, 0.86)  0.096
H (2.88, -0.49, 1.86)  0.112

Summary:
LUMO: -2.455 eV
total charge: +1
F_max: 3.93 eV Å⁻¹
HOMO: -0.437 Eh
energy above the lowest of the compared OMol25 structures with the same formula, charge and spin: 0.0 kJ/mol

---

Entry 12:
The following is a DFT calculation (ωB97M-V/def2-TZVPD) of a cluster of 2 separate species, C3H13N2O in total at a distorted geometry.

Each line ends with the Löwdin charge.
Cartesian coordinates (Å):
C (1.65, -1.60, 0.24)  -0.229
C (1.71, -0.08, 0.25)  -0.161
C (0.55, 0.54, -0.55)  -0.146
N (-0.67, 0.54, 0.30)  0.144
N (0.37, -1.94, 0.94)  -0.011
H (1.59, -2.05, -0.75)  0.120
H (2.54, -1.98, 0.72)  0.113
H (2.61, 0.35, -0.18)  0.125
H (1.50, 0.21, 1.29)  0.117
H (0.24, -0.11, -1.36)  0.132
H (0.67, 1.53, -0.96)  0.130
H (-0.67, -0.40, 0.75)  0.114
H (-0.61, 1.20, 1.08)  0.166
H (-1.54, 0.80, -0.17)  0.111
H (0.13, -2.91, 0.75)  0.095
H (0.63, -2.00, 1.92)  0.096
H (-2.62, 2.65, -1.84)  0.063
H (-3.64, 2.40, -0.78)  0.065
O (-2.76, 2.11, -1.06)  -0.044

Summary:
LUMO: -2.756 eV
total charge: +1
F_max: 1.37 eV Å⁻¹
HOMO: -0.530 Eh
energy above the lowest of the compared OMol25 structures with the same formula, charge and spin: 22.6 kJ/mol